[1]
Molecular formula: C36H102N6O15
Method: DFT, ωB97M-V with the def2-TZVPD basis set

Geometry as XYZ:
```
159
Properties=species:S:1:pos:R:3
C -4.836 -4.164 -0.987
C -5.764 -3.581 -2.055
O -6.490 -4.616 -2.576
H -5.335 -4.899 -0.354
H -4.412 -3.315 -0.451
H -4.082 -4.769 -1.490
H -5.202 -3.052 -2.825
H -6.487 -2.825 -1.749
H -6.943 -4.347 -3.378
C -1.413 0.168 0.402
C -2.247 0.200 -0.814
O -3.186 -0.822 -0.790
H -0.874 1.097 0.587
H -0.745 -0.687 0.511
H -2.102 0.103 1.244
H -1.677 0.274 -1.740
H -2.910 1.065 -0.825
H -3.859 -0.553 -0.161
C -2.624 -2.905 1.727
C -2.865 -4.150 2.615
O -4.131 -4.106 3.243
H -3.643 -2.683 1.411
H -1.938 -3.078 0.897
H -2.142 -2.152 2.350
H -2.084 -4.287 3.362
H -2.741 -5.112 2.118
H -4.217 -4.779 3.922
C -5.748 1.494 1.412
C -4.786 2.660 1.191
O -4.635 2.904 -0.139
O -5.080 0.233 1.241
H -6.616 1.630 0.767
H -6.064 1.447 2.454
H -3.793 2.407 1.564
H -5.007 3.574 1.742
H -5.486 3.171 -0.494
H -5.286 -0.347 1.978
C -0.755 -4.242 -2.480
C -0.368 -2.797 -2.820
O 0.865 -2.405 -2.242
O -0.163 -5.193 -3.404
H -1.824 -4.454 -2.484
H -0.478 -4.482 -1.453
H -1.076 -2.129 -2.329
H -0.345 -2.577 -3.888
H 0.976 -1.463 -2.094
H 0.787 -5.211 -3.270
C 2.797 4.222 -0.258
C 1.279 3.943 -0.117
O 0.835 2.774 -0.875
O 3.132 5.422 0.417
H 3.057 4.326 -1.312
H 3.376 3.395 0.154
H 0.736 4.848 -0.389
H 1.081 3.773 0.941
H -0.087 2.935 -1.090
H 4.021 5.697 0.180
C -3.415 3.645 -3.302
C -1.990 3.414 -2.940
C -0.945 4.374 -3.439
O -0.982 4.575 -4.812
C 0.210 5.142 -5.265
N -1.941 3.501 -1.475
H -3.859 4.484 -2.766
H -3.989 2.756 -3.041
H -3.608 3.815 -4.361
H -1.725 2.388 -3.198
H 0.017 3.924 -3.192
H -0.958 5.346 -2.946
H 0.198 5.101 -6.355
H 1.109 4.721 -4.815
H 0.314 6.193 -4.995
H -1.901 4.462 -1.168
H -2.864 3.222 -1.175
C 0.040 1.498 -5.975
C -1.198 1.208 -6.846
C -2.439 0.763 -6.030
O -2.062 -0.229 -5.078
C -3.164 -0.835 -4.335
N -1.410 2.456 -7.539
H 0.381 0.554 -5.549
H -0.103 2.231 -5.182
H 0.896 1.777 -6.590
H -0.969 0.493 -7.636
H -3.173 0.256 -6.657
H -2.860 1.679 -5.614
H -3.552 -0.003 -3.747
H -2.935 -1.597 -3.590
H -3.929 -1.253 -4.989
H -0.550 2.854 -7.887
H -1.609 3.129 -6.812
C 3.125 1.436 -3.555
C 2.676 0.273 -2.640
C 3.191 0.196 -1.162
O 4.577 0.545 -1.114
C 5.494 -0.485 -1.538
N 1.245 0.305 -2.559
H 2.803 2.417 -3.207
H 2.722 1.308 -4.560
H 4.209 1.382 -3.650
H 2.957 -0.680 -3.089
H 3.176 -0.810 -0.743
H 2.648 0.865 -0.494
H 6.520 -0.166 -1.354
H 5.371 -0.714 -2.597
H 5.375 -1.427 -1.003
H 1.001 1.048 -1.919
H 0.971 0.696 -3.449
C 6.150 1.466 1.977
C 4.949 2.004 2.724
C 3.739 1.018 2.718
O 2.512 1.561 3.278
C 1.396 1.067 2.654
N 5.371 2.159 4.079
H 6.897 2.259 1.939
H 5.941 1.214 0.937
H 6.646 0.625 2.463
H 4.705 2.989 2.327
H 3.966 0.166 3.358
H 3.647 0.721 1.674
H 1.310 -0.003 2.843
H 1.429 1.161 1.569
H 0.484 1.540 3.018
H 4.563 2.362 4.650
H 5.637 1.258 4.450
C 2.957 -0.022 7.228
C 1.484 -0.468 7.209
C 0.787 -0.231 5.818
O -0.512 -0.836 5.872
C -1.199 -0.852 4.589
N 1.406 -1.868 7.505
H 3.582 -0.593 6.542
H 3.297 -0.251 8.238
H 3.158 1.021 6.982
H 0.880 0.080 7.933
H 1.405 -0.699 5.053
H 0.753 0.839 5.612
H -0.771 -1.562 3.882
H -1.227 0.120 4.096
H -2.184 -1.282 4.775
H 1.990 -2.370 6.852
H 0.491 -2.078 7.132
C 2.383 -5.241 4.457
C 3.150 -3.917 4.225
C 2.326 -2.916 3.303
O 2.192 -3.562 2.017
C 1.323 -2.900 1.055
N 3.440 -3.360 5.536
H 1.797 -5.485 3.570
H 1.677 -5.299 5.286
H 3.119 -6.023 4.642
H 4.059 -4.096 3.650
H 2.789 -1.929 3.295
H 1.327 -2.830 3.732
H 1.969 -2.135 0.625
H 0.447 -2.498 1.564
H 0.976 -3.556 0.256
H 4.018 -2.531 5.534
H 3.883 -4.051 6.123
```

Computed properties:
Net charge: 0
SMILES: COC[C@H](C)N.COC[C@H](C)N.COC[C@H](C)N.COC[C@H](C)N.COC[C@H](C)N.COC[C@H](C)N.OCCO.OCCO.OCCO.CCO.CCO.CCO

[2]
Molecular formula: C36H103N11O17
Method: DFT, ωB97M-V with the def2-TZVPD basis set

Geometry as XYZ:
```
167
Properties=species:S:1:pos:R:3
C 1.922 0.845 -6.686
O 2.730 0.148 -7.213
N 1.132 1.702 -7.198
N 1.688 0.844 -5.419
H 1.174 1.751 -8.206
H 0.366 2.125 -6.695
H 2.354 0.428 -4.784
H 0.972 1.510 -5.169
C 3.116 -1.704 2.783
O 1.924 -1.506 2.845
N 3.920 -1.705 3.829
N 3.787 -1.894 1.662
H 4.876 -2.022 3.761
H 3.461 -1.792 4.724
H 4.656 -1.421 1.459
H 3.197 -2.016 0.852
C 0.200 -0.715 -0.092
O 0.365 -1.925 0.066
N -0.626 -0.196 -0.880
N 0.764 0.206 0.607
H -0.715 0.810 -0.887
H -1.190 -0.767 -1.492
H 0.888 1.167 0.324
H 1.282 -0.248 1.345
C 1.677 -0.796 6.275
O 2.056 -1.944 6.059
N 1.320 0.025 5.291
N 1.344 -0.323 7.403
H 1.264 -0.312 4.341
H 0.751 0.802 5.595
H 1.123 0.641 7.607
H 1.431 -1.001 8.147
C -0.045 -2.599 -3.691
C -1.525 -2.973 -3.622
O -2.000 -2.312 -2.492
H 0.312 -2.865 -2.696
H 0.008 -1.519 -3.825
H 0.524 -3.135 -4.450
H -1.649 -4.056 -3.606
H -2.046 -2.614 -4.510
H -1.735 -2.727 -1.668
C -2.481 -2.720 2.497
C -2.905 -2.710 1.004
O -1.964 -3.338 0.179
H -2.327 -3.750 2.819
H -3.290 -2.321 3.109
H -1.621 -2.092 2.727
H -2.992 -1.681 0.653
H -3.893 -3.168 1.003
H -1.083 -3.029 0.405
C -1.172 4.143 2.788
C -0.233 2.971 2.259
O 0.770 3.560 1.399
H -2.008 3.778 3.385
H -1.632 4.703 1.974
H -0.606 4.787 3.460
H -0.794 2.152 1.808
H 0.256 2.536 3.131
H 1.609 3.366 1.822
C -3.161 0.825 3.969
C -4.471 1.479 4.508
O -4.270 1.737 5.909
H -3.248 0.728 2.886
H -2.990 -0.127 4.472
H -2.254 1.428 4.002
H -5.398 0.924 4.363
H -4.665 2.437 4.025
H -5.078 1.614 6.412
C -2.534 1.009 -5.596
C -1.898 2.186 -4.952
O -0.859 2.765 -5.728
H -2.704 1.232 -6.649
H -3.513 0.887 -5.132
H -1.902 0.139 -5.419
H -1.476 1.863 -4.000
H -2.637 2.978 -4.833
H -1.265 3.303 -6.412
C 1.294 2.003 -2.541
C 0.655 3.261 -2.080
O -0.392 2.963 -1.103
H 1.769 1.551 -1.670
H 2.120 2.171 -3.232
H 0.539 1.336 -2.956
H 0.215 3.803 -2.918
H 1.320 4.039 -1.708
H -0.117 3.285 -0.241
C 3.381 -1.897 -2.456
C 4.441 -0.767 -2.525
O 4.138 0.220 -3.418
H 3.749 -2.744 -1.877
H 3.018 -2.306 -3.399
H 2.555 -1.433 -1.916
H 5.445 -1.128 -2.748
H 4.424 -0.215 -1.585
H 4.920 0.736 -3.628
C 2.435 -5.442 -3.354
O 1.974 -5.188 -2.015
C 2.944 -5.593 -1.018
C 2.422 -5.280 0.392
N 1.033 -5.711 0.583
C 0.408 -5.062 1.765
C 0.985 -5.563 3.076
O 0.121 -5.498 4.171
C 0.182 -4.219 4.843
H 2.478 -6.496 -3.628
H 3.444 -5.032 -3.412
H 1.943 -4.827 -4.107
H 3.909 -5.123 -1.210
H 3.120 -6.657 -1.173
H 2.436 -4.198 0.523
H 3.094 -5.715 1.132
H 0.626 -5.136 -0.140
H -0.665 -5.254 1.767
H 0.569 -3.985 1.720
H 1.974 -5.162 3.297
H 1.056 -6.638 2.910
H 0.676 -3.469 4.225
H 0.784 -4.296 5.749
H -0.767 -3.774 5.141
C -6.915 -1.960 -5.465
O -6.010 -1.294 -4.643
C -5.930 -1.790 -3.317
C -4.893 -0.912 -2.544
N -5.196 0.515 -2.357
C -4.100 1.193 -1.641
C -4.404 2.671 -1.297
O -5.503 2.659 -0.354
C -5.740 3.865 0.404
H -6.728 -1.448 -6.408
H -7.950 -1.790 -5.167
H -6.769 -3.032 -5.598
H -5.576 -2.820 -3.279
H -6.919 -1.653 -2.880
H -3.860 -0.997 -2.882
H -4.695 -1.373 -1.576
H -6.020 0.484 -1.773
H -3.263 0.996 -2.311
H -3.898 0.723 -0.679
H -4.695 3.228 -2.188
H -3.558 3.109 -0.767
H -6.589 3.674 1.060
H -5.884 4.833 -0.074
H -4.820 4.027 0.967
C 3.284 7.424 4.018
O 3.439 6.025 3.606
C 2.612 5.047 4.299
C 3.164 3.597 3.985
N 3.456 3.301 2.583
C 3.817 1.910 2.406
C 3.799 1.698 0.894
O 4.768 2.576 0.230
C 4.346 3.319 -0.842
H 3.524 7.551 5.073
H 2.253 7.755 3.891
H 3.954 8.091 3.476
H 1.618 5.105 3.854
H 2.636 5.248 5.370
H 2.360 2.966 4.363
H 4.113 3.510 4.512
H 4.220 3.879 2.265
H 3.243 1.143 2.924
H 4.797 1.713 2.842
H 2.830 1.809 0.407
H 4.071 0.647 0.790
H 3.402 3.805 -0.597
H 4.191 2.724 -1.741
H 5.003 4.172 -1.019
```

Computed properties:
Net charge: 0

[3]
Molecular formula: C36H108N4O16
Method: DFT, ωB97M-V with the def2-TZVPD basis set

Geometry as XYZ:
```
164
Properties=species:S:1:pos:R:3
C -11.085 12.731 -1.473
C -11.813 13.307 -0.247
C -12.059 14.800 -0.423
O -13.055 12.667 -0.299
H -11.720 12.792 -2.357
H -10.893 11.661 -1.387
H -10.124 13.223 -1.623
H -11.235 13.049 0.641
H -12.610 15.158 0.447
H -12.616 14.987 -1.341
H -11.107 15.330 -0.401
H -12.997 11.723 -0.130
C -8.135 15.915 5.081
C -7.280 16.177 6.309
C -7.653 17.386 7.094
O -7.391 15.094 7.125
H -9.218 16.006 5.169
H -7.917 14.928 4.674
H -7.925 16.631 4.286
H -6.223 16.330 6.092
H -7.557 18.277 6.474
H -7.067 17.559 7.996
H -8.725 17.285 7.266
H -7.076 14.363 6.588
C -6.661 3.020 16.049
C -7.698 3.878 16.796
C -8.861 4.158 15.862
O -8.191 3.243 17.930
H -7.023 2.031 15.769
H -5.850 2.801 16.744
H -6.343 3.493 15.120
H -7.228 4.843 16.986
H -9.603 4.851 16.257
H -9.441 3.270 15.610
H -8.536 4.517 14.886
H -7.498 3.118 18.582
C -18.920 4.262 6.170
C -20.054 5.288 6.005
C -19.995 6.549 6.909
O -20.100 5.720 4.686
H -19.131 3.382 5.563
H -18.785 3.992 7.217
H -17.945 4.622 5.842
H -20.985 4.726 6.083
H -19.101 7.151 6.745
H -20.120 6.314 7.966
H -20.814 7.255 6.771
H -20.360 6.643 4.640
C -11.431 9.704 11.759
C -10.779 10.313 10.550
C -11.742 10.828 9.452
O -12.377 9.704 8.782
C -13.256 10.153 7.716
N -9.986 11.448 11.020
H -12.179 10.411 12.117
H -10.758 9.510 12.594
H -11.923 8.772 11.480
H -9.958 9.720 10.147
H -11.268 11.467 8.706
H -12.500 11.494 9.864
H -13.698 9.204 7.413
H -12.674 10.509 6.866
H -13.941 10.938 8.037
H -9.599 11.990 10.261
H -9.160 11.127 11.505
C -20.574 12.438 3.708
C -19.507 12.052 2.717
C -19.863 11.597 1.303
O -20.865 10.573 1.407
C -21.393 10.274 0.089
N -18.525 13.116 2.690
H -20.142 12.698 4.674
H -21.293 11.643 3.906
H -21.224 13.231 3.337
H -18.995 11.228 3.215
H -19.023 11.161 0.763
H -20.167 12.498 0.771
H -20.667 10.224 -0.722
H -22.073 11.052 -0.257
H -21.963 9.344 0.076
H -19.010 13.855 2.202
H -17.906 12.794 1.961
C -2.412 15.130 12.012
C -3.390 14.074 12.560
C -3.124 12.641 12.082
O -3.999 11.841 12.863
C -3.760 10.481 12.840
N -3.428 14.142 14.031
H -2.645 16.124 12.396
H -2.508 15.241 10.932
H -1.368 14.892 12.214
H -4.391 14.384 12.262
H -2.078 12.385 12.255
H -3.423 12.553 11.037
H -2.781 10.385 13.309
H -3.661 10.001 11.867
H -4.477 9.910 13.430
H -2.518 13.877 14.379
H -3.966 13.374 14.406
C -6.801 8.637 3.800
C -5.362 8.383 4.200
C -4.458 7.892 3.054
O -3.096 7.781 3.557
C -2.216 6.954 2.754
N -4.814 9.658 4.669
H -7.225 7.783 3.271
H -6.836 9.540 3.191
H -7.394 8.966 4.653
H -5.287 7.648 5.001
H -4.508 8.651 2.274
H -4.823 6.930 2.692
H -2.684 6.014 2.462
H -1.302 6.720 3.300
H -1.963 7.589 1.905
H -3.821 9.545 4.816
H -4.743 10.279 3.876
C -13.210 9.180 18.689
O -13.799 10.032 17.762
H -12.994 9.767 19.582
H -14.033 8.544 19.018
H -12.322 8.622 18.395
H -13.190 10.739 17.536
C -14.275 16.601 7.203
O -14.784 16.772 5.833
H -15.001 16.048 7.799
H -13.295 16.126 7.245
H -14.140 17.571 7.682
H -15.113 15.952 5.458
C -7.305 11.352 19.163
O -7.358 10.860 20.476
H -7.425 12.434 19.212
H -6.336 11.184 18.695
H -7.968 10.851 18.456
H -8.149 11.219 20.884
C -18.466 11.480 11.216
O -19.535 10.678 11.731
H -17.821 10.918 10.541
H -18.787 12.352 10.646
H -17.827 11.918 11.983
H -19.046 10.021 12.232
C -12.485 15.277 14.771
O -11.604 14.284 15.222
H -13.340 14.823 14.270
H -12.975 15.757 15.617
H -12.065 16.018 14.090
H -11.093 14.029 14.451
C -11.752 4.439 8.180
O -10.747 4.900 7.303
H -12.686 4.953 7.955
H -12.034 3.396 8.037
H -11.449 4.607 9.214
H -10.800 5.855 7.229
C -16.736 5.582 13.512
O -17.328 6.757 14.006
H -15.711 5.600 13.884
H -17.319 4.747 13.899
H -16.766 5.600 12.423
H -17.469 6.697 14.953
C -14.528 6.599 1.378
O -13.330 7.187 0.906
H -15.252 7.319 1.760
H -14.988 6.071 0.543
H -14.292 5.937 2.211
H -12.763 6.558 0.455
```

Computed properties:
Net charge: 0

Looking at E_HOMO for the records above, in order, we have -0.31999; -0.31259; -0.33913 Ha.
Looking at frontier orbital gap for the records above, in order, we have 8.83; 8.60; 9.24 eV.
Looking at ΔE to the lowest compared entry with this formula, charge and spin for the records above, in order, we have 0.0; 83.2; 54.7 kcal/mol.